## a
14
Properties=species:S:1:pos:R:3:nbo_charge:R:1 method="wB97M-V/def2-TZVPD" e_lumo_ev=1.28 charge=0 homo_lumo_gap_ev=10.542 smiles="C=C[C@@H]1C=CC1" homo_energy_ev=-9.3
H 0.96 2.22 0.05 0.22
H 0.81 -1.83 -0.68 0.22
C 0.05 0.06 0.37 -0.27
H 1.41 -1.55 0.92 0.20
H 3.04 0.37 -0.44 0.19
C 1.16 1.11 0.14 -0.20
H -1.26 0.13 -1.64 0.22
H -0.19 -0.20 1.41 0.21
C 1.09 -1.06 0.00 -0.42
C -1.14 -0.03 -0.57 -0.20
C -2.34 0.13 0.04 -0.38
H -2.28 0.19 1.07 0.17
C 2.02 0.18 -0.30 -0.17
H -3.34 0.29 -0.39 0.20

## b
14
Properties=species:S:1:pos:R:3:nbo_charge:R:1 method="wB97M-V/def2-TZVPD" e_lumo_ev=1.17 charge=0 homo_lumo_gap_ev=9.930 homo_energy_ev=-8.8
C 1.59 -0.36 0.32 -0.40
H -0.20 -0.53 -1.97 0.21
H -1.41 -0.91 1.88 0.22
H 2.56 -0.02 0.66 0.23
H -2.33 -0.93 -0.52 0.20
H 1.14 1.64 -0.55 0.22
H 1.50 -1.41 0.06 0.23
C -1.46 -0.37 -0.22 -0.19
C -0.49 0.22 -1.22 -0.45
C 0.37 0.17 1.02 -0.24
H -0.94 1.05 -1.78 0.22
C 0.70 0.65 -0.38 -0.24
C -0.94 -0.46 1.00 -0.22
H -0.10 1.28 1.69 0.21

## c
14
Properties=species:S:1:pos:R:3:nbo_charge:R:1 method="wB97M-V/def2-TZVPD" e_lumo_ev=-0.15 charge=0 homo_lumo_gap_ev=8.408 homo_energy_ev=-8.6
H 0.64 -1.40 0.80 0.20
H -0.47 -1.29 -1.24 0.23
C 0.11 1.00 0.74 -0.49
H -1.92 -0.62 -0.55 0.25
C -0.42 -1.31 1.06 -0.56
H 1.27 2.52 -1.84 0.22
C 0.97 1.39 -0.25 0.18
H 0.12 1.94 1.27 0.27
C -1.19 -1.49 -0.27 -0.62
C 1.69 1.80 -1.28 -0.52
H 2.73 1.70 -1.28 0.23
C -0.92 0.06 1.27 0.14
H -1.83 -2.37 -0.31 0.24
H -0.77 -1.94 1.88 0.23

Quick one: most stable of them? b

## a
14
Properties=species:S:1:pos:R:3:nbo_charge:R:1 method="wB97M-V/def2-TZVPD" e_lumo_ev=1.04 charge=0 homo_lumo_gap_ev=10.164 smiles="C#CC(=C)CC" homo_energy_ev=-9.1
C -0.40 0.69 0.13 -0.12
H 1.26 -1.05 -1.47 0.22
C -0.59 1.97 -0.21 -0.34
H 0.25 2.68 -0.16 0.20
H 2.42 -1.39 -0.10 0.22
H 0.98 -0.11 1.57 0.22
H 1.68 1.00 0.32 0.21
H -1.56 2.34 -0.48 0.21
C -1.47 -0.27 0.13 0.06
C 1.37 -1.11 -0.31 -0.62
H 0.68 -2.02 0.07 0.21
H -3.22 -1.76 -0.10 0.24
C -2.37 -1.11 0.09 -0.28
C 0.97 0.14 0.51 -0.42

## b
14
Properties=species:S:1:pos:R:3:nbo_charge:R:1 method="wB97M-V/def2-TZVPD" e_lumo_ev=0.77 charge=0 homo_lumo_gap_ev=8.670 homo_energy_ev=-7.9
H -1.93 -0.63 -0.06 0.23
H -2.89 0.89 -0.59 0.20
H 1.79 -0.35 1.60 0.20
H -0.72 2.11 -0.66 0.21
H 0.54 -1.18 -1.76 0.22
C 0.52 0.38 -0.04 -0.26
C 0.72 -0.38 1.36 -0.44
H 1.37 1.06 -0.13 0.27
C -1.94 0.42 -0.35 -0.37
H 0.08 -0.09 2.18 0.22
C -0.78 1.06 -0.38 -0.21
C 0.19 -1.32 0.39 0.00
H 2.07 -1.00 -0.77 0.20
C 0.97 -0.97 -0.78 -0.44

Quick one: most stable of them? a

## a
14
Properties=species:S:1:pos:R:3:nbo_charge:R:1 method="wB97M-V/def2-TZVPD" e_lumo_ev=1.16 charge=0 homo_lumo_gap_ev=9.917 smiles=C#CCC1CC1 homo_energy_ev=-8.8
C -0.18 -0.29 0.60 -0.27
H 2.03 -0.12 0.24 0.22
H 0.12 0.52 2.65 0.21
C 1.06 0.34 0.13 -0.38
C 0.55 -0.58 -1.97 -0.23
H -0.22 1.79 1.37 0.20
H -1.96 0.50 -0.50 0.23
H 1.05 1.27 -0.43 0.22
C 0.06 0.76 1.58 -0.39
H 1.44 -0.59 -2.55 0.23
C -0.62 -0.70 -1.64 -0.01
C -1.37 -0.42 -0.42 -0.48
H -2.03 -1.23 -0.09 0.23
H 0.05 -1.26 1.03 0.22

## b
14
Properties=species:S:1:pos:R:3:nbo_charge:R:1 method="wB97M-V/def2-TZVPD" e_lumo_ev="0.66 / 0.66" charge=0 homo_lumo_gap_ev="8.415 / 8.416" homo_energy_ev="-7.8 / -7.8"
H 0.34 0.84 -1.96 0.22
H 2.76 -0.30 0.57 0.21
H -0.84 -1.53 -0.38 0.22
C -0.99 -0.59 -0.90 -0.49
H -0.32 1.04 2.27 0.23
H 1.50 -1.51 0.01 0.20
H -2.68 0.11 0.73 0.22
C 0.22 0.22 -1.07 -0.11
C 1.74 -0.47 0.18 -0.39
H 1.24 1.55 0.25 0.23
C -0.53 0.63 1.27 -0.24
H -1.58 -0.77 -1.83 0.23
C 0.73 0.58 0.25 -0.36
C -1.60 0.20 0.61 -0.18

Quick one: most stable of them? a

## a
14
Properties=species:S:1:pos:R:3:nbo_charge:R:1 method="wB97M-V/def2-TZVPD" e_lumo_ev="-6.93 / -6.93" charge=+1 homo_lumo_gap_ev="7.132 / 7.131" homo_energy_ev="-14.1 / -14.1"
C 0.73 -0.44 -0.52 0.43
N -0.56 0.04 -0.84 -0.27
O 1.33 -0.47 0.56 -0.58
H -2.08 -0.30 3.08 0.30
H 2.46 0.62 -1.78 0.43
H 2.17 -0.93 -2.03 0.41
C -1.40 0.32 0.05 -0.11
N 1.75 -0.05 -1.97 -0.81
C -1.19 0.42 1.41 0.40
H 1.01 0.07 -2.66 0.44
H 0.42 -1.43 -0.95 0.22
H -2.33 0.75 -0.33 0.26
C -1.33 0.34 2.69 -0.42
H -0.97 1.06 3.30 0.29

## b
14
Properties=species:S:1:pos:R:3:nbo_charge:R:1 method="wB97M-V/def2-TZVPD" e_lumo_ev=-3.42 charge=+1 homo_lumo_gap_ev=9.278 smiles="[NH2+]=CNCC1=CO1" homo_energy_ev=-12.7
N -1.15 -0.72 -0.08 -0.50
H -1.67 -1.54 -0.32 0.43
C 2.67 0.07 0.04 0.14
H -1.64 2.43 0.17 0.44
H 0.29 -2.03 -0.71 0.27
C -1.73 0.43 -0.09 0.39
C 1.41 -0.33 0.09 0.20
H 0.28 -1.88 1.08 0.28
N -1.08 1.56 0.21 -0.73
H 3.70 0.11 0.08 0.26
H -2.81 0.49 -0.36 0.25
H -0.05 1.55 0.20 0.45
O 1.53 1.07 -0.40 -0.57
C 0.25 -1.21 0.10 -0.31

## c
14
Properties=species:S:1:pos:R:3:nbo_charge:R:1 method="wB97M-V/def2-TZVPD" e_lumo_ev=-3.59 charge=+1 homo_lumo_gap_ev=11.183 smiles=Cc1coc[n+]1N homo_energy_ev=-14.8
H 1.66 0.37 0.04 0.23
N -0.33 -0.63 1.82 -0.64
C 1.21 0.54 -0.87 -0.65
H -1.35 1.00 -2.45 0.27
H 1.65 -0.08 -1.62 0.27
C -0.21 0.22 -0.66 0.15
O -2.42 0.03 -0.87 -0.31
H -2.81 -0.78 0.94 0.23
C -1.30 0.44 -1.48 0.07
N -0.86 -0.33 0.55 -0.14
C -2.12 -0.37 0.28 0.45
H 1.16 1.57 -1.15 0.26
H -0.02 -1.58 2.09 0.41
H 0.54 -0.12 2.09 0.40

## d
14
Properties=species:S:1:pos:R:3:nbo_charge:R:1 method="wB97M-V/def2-TZVPD" e_lumo_ev=-4.85 charge=+1 homo_lumo_gap_ev=10.576 smiles="C#[N+]N(C)C(C)=O" homo_energy_ev=-15.4
C -0.46 0.70 1.85 -0.75
H 1.31 -0.61 -1.93 0.20
C -1.04 1.28 -1.64 0.31
O 1.05 -1.20 1.55 -0.45
N 0.11 -0.34 -0.33 -0.25
N -0.49 0.48 -1.02 0.01
H -0.48 0.70 2.89 0.28
C 1.06 -1.18 -1.17 -0.40
H 2.00 -1.36 -0.49 0.28
H -1.55 0.84 1.37 0.24
H -1.66 1.74 -2.37 0.30
C 0.32 -0.38 1.12 0.71
H 0.51 -2.13 -1.47 0.25
H 0.05 1.65 1.85 0.27

Quick one: most stable of them? c

## a
8
Properties=species:S:1:pos:R:3:nbo_charge:R:1 method="wB97M-V/def2-TZVPD" e_lumo_ev="-7.63 / -7.63" charge=+1 homo_lumo_gap_ev="7.985 / 7.984" smiles="N#CC(=[NH2+])N=O" homo_energy_ev="-15.6 / -15.6"
H -0.70 -0.79 -0.10 0.45
N 2.96 -2.00 0.11 -0.01
H -0.67 0.76 0.22 0.47
C 1.26 -0.10 0.05 0.35
N -0.02 0.02 -0.09 -0.61
C 2.18 -1.16 0.02 0.09
N 2.19 1.19 -0.42 0.30
O 3.03 1.52 0.23 -0.04

## b
8
Properties=species:S:1:pos:R:3:nbo_charge:R:1 method="wB97M-V/def2-TZVPD" e_lumo_ev="-6.36 / -8.69" charge=+1 homo_lumo_gap_ev="9.367 / 4.450" homo_energy_ev="-15.7 / -13.1"
O 1.23 0.94 2.93 -0.36
H 2.53 0.64 4.34 0.02
N -0.41 0.51 1.32 -0.48
H -1.22 -0.77 -0.01 0.27
C 0.31 0.83 2.21 0.93
N -3.12 1.58 -0.30 0.36
C -1.39 0.12 0.49 0.21
N -2.33 0.87 0.06 0.03

Quick one: most stable of them? a

## a
8
Properties=species:S:1:pos:R:3:nbo_charge:R:1 method="wB97M-V/def2-TZVPD" e_lumo_ev=-6.68 charge=+1 homo_lumo_gap_ev=8.134 homo_energy_ev=-14.8
N -1.82 -0.60 0.08 0.25
C 0.45 -0.85 0.02 0.13
N -0.75 -1.19 0.19 -0.29
O 0.40 2.07 0.09 -0.35
H 1.35 -1.55 0.19 0.24
C 1.09 1.21 -0.11 0.53
H 2.16 1.23 -0.42 0.22
N -2.89 -0.32 -0.04 0.27

## b
8
Properties=species:S:1:pos:R:3:nbo_charge:R:1 method="wB97M-V/def2-TZVPD" e_lumo_ev=-7.60 charge=+1 homo_lumo_gap_ev=9.513 homo_energy_ev=-17.1
H -0.54 0.16 -2.26 0.23
O -0.97 -2.75 2.12 -0.43
N 0.83 0.79 0.61 0.25
C -0.18 0.80 -1.56 0.22
N 1.21 0.75 1.66 0.30
C -0.38 -1.89 1.73 0.44
H -0.38 1.74 -1.82 0.20
N 0.41 0.40 -0.48 -0.21

Quick one: most stable of them? b

## a
19
Properties=species:S:1:pos:R:3:nbo_charge:R:1 method="wB97M-V/def2-TZVPD" e_lumo_ev=3.88 charge=-1 homo_lumo_gap_ev=5.479 smiles=CN([O-])C(C)(C)C homo_energy_ev=-1.6
H -0.12 2.03 1.37 0.13
H -1.74 1.45 0.81 0.14
H 0.93 -2.28 -1.21 0.17
H 2.27 0.07 -0.44 0.21
O 0.87 -0.19 2.12 -0.86
N -0.27 -0.13 1.26 -0.22
H -1.96 -0.48 -0.93 0.20
H -0.41 -2.36 -0.04 0.20
C 0.14 -0.32 -0.20 0.11
H 1.02 0.65 -1.74 0.19
H -0.78 -0.27 -2.10 0.18
C 0.48 -1.79 -0.29 -0.63
C 1.29 0.53 -0.72 -0.66
H 1.19 1.40 -0.15 0.22
H -1.11 1.34 2.49 0.19
C -0.80 1.15 1.46 -0.41
H 1.28 -1.96 0.51 0.25
C -1.04 0.04 -1.16 -0.62
H -1.24 1.11 -1.06 0.20

## b
19
Properties=species:S:1:pos:R:3:nbo_charge:R:1 method="wB97M-V/def2-TZVPD" e_lumo_ev=3.91 charge=-1 homo_lumo_gap_ev=6.305 smiles=CCC[C@H](N)C[O-] homo_energy_ev=-2.4
H -1.31 1.60 -1.21 0.05
H -2.31 0.80 -0.22 0.05
C -1.34 1.36 -0.07 -0.02
H 1.54 -1.31 -2.27 0.17
N -0.51 -0.29 1.58 -0.86
C 1.35 -0.91 -1.24 -0.38
C -0.11 -0.73 -0.96 -0.45
H 3.18 -1.75 -0.41 0.19
H -0.73 -0.38 -1.82 0.21
H -1.14 0.42 1.98 0.38
O -1.32 2.43 0.74 -0.94
C -0.27 0.33 0.22 -0.07
H 0.64 0.88 0.40 0.17
C 2.12 -1.88 -0.25 -0.62
H 1.90 -1.46 0.75 0.23
H -1.20 -1.04 1.41 0.31
H 1.72 -2.88 -0.52 0.20
H 1.89 0.05 -1.30 0.20
H -0.72 -1.52 -0.56 0.19

Quick one: most stable of them? b

## a
19
Properties=species:S:1:pos:R:3:nbo_charge:R:1 method="wB97M-V/def2-TZVPD" e_lumo_ev=3.49 charge=-1 homo_lumo_gap_ev=5.788 smiles=CNCCCC[O-] homo_energy_ev=-2.3
H 0.32 -2.78 -0.91 0.18
C -0.41 2.88 0.08 -0.40
C -0.10 -0.71 -0.87 -0.39
H -1.02 -2.28 0.30 0.19
H -0.96 -0.72 -1.73 0.15
H 0.80 -0.52 -1.47 0.19
H 0.74 3.13 -0.04 0.15
H -0.58 1.61 -1.50 0.34
N -0.94 1.71 -0.51 -0.64
H 1.07 -1.08 1.48 0.05
C -0.06 -2.00 -0.12 -0.46
C 1.17 -2.08 0.97 0.02
H 0.33 0.53 0.78 0.19
O 1.20 -3.26 1.61 -0.94
H -1.46 0.17 0.68 0.18
H -0.82 3.76 -0.38 0.18
H -0.85 3.02 1.14 0.19
C -0.54 0.47 0.14 -0.24
H 2.11 -1.85 0.36 0.05

## b
19
Properties=species:S:1:pos:R:3:nbo_charge:R:1 method="wB97M-V/def2-TZVPD" e_lumo_ev=4.25 charge=-1 homo_lumo_gap_ev=6.767 homo_energy_ev=-2.5
C 1.40 -0.34 -1.97 -0.60
H 2.16 0.47 -1.96 0.20
C -0.65 1.26 1.57 -0.01
H -1.17 1.48 -0.46 0.20
H -1.06 0.23 1.84 0.07
H 1.88 -1.09 -0.03 0.17
H -0.92 -3.40 0.43 0.14
H 0.53 0.02 -2.57 0.19
C 0.98 -0.79 -0.60 -0.34
H -1.13 3.01 0.46 0.19
H -2.59 1.93 0.62 0.17
H 1.91 -1.15 -2.54 0.17
H 0.20 -2.19 1.36 0.15
C -1.50 1.99 0.47 -0.66
H 0.47 0.06 -0.02 0.32
N -0.02 -1.89 -0.69 -0.39
C -0.26 -2.52 0.40 -0.12
O 0.63 1.07 1.20 -0.93
H -0.83 1.86 2.48 0.08

## c
19
Properties=species:S:1:pos:R:3:nbo_charge:R:1 method="wB97M-V/def2-TZVPD" e_lumo_ev=3.90 charge=-1 homo_lumo_gap_ev=6.212 smiles=CCN(C)CC[O-] homo_energy_ev=-2.3
H 0.53 -2.25 0.40 0.15
C -0.93 0.75 -0.10 -0.29
H 2.74 -0.18 -0.95 0.20
H -2.83 1.34 -0.66 0.06
C -2.42 0.29 -0.56 0.00
O -3.03 -0.52 0.30 -0.95
C 2.50 0.56 -0.18 -0.60
N 0.17 -0.24 -0.20 -0.47
H 2.32 1.50 -0.71 0.20
H -0.94 -1.98 -0.62 0.21
H -2.31 -0.02 -1.63 0.07
H -0.97 -1.44 1.09 0.22
H -1.14 1.31 0.82 0.16
H 1.70 -0.67 1.27 0.17
H -0.64 1.45 -0.90 0.16
C 1.27 0.14 0.68 -0.22
H 0.96 1.01 1.26 0.18
H 3.37 0.59 0.48 0.18
C -0.35 -1.61 0.20 -0.42

Quick one: most stable of them? c

## a
11
Properties=species:S:1:pos:R:3:nbo_charge:R:1 method="wB97M-V/def2-TZVPD" e_lumo_ev=0.58 charge=0 homo_lumo_gap_ev=9.937 homo_energy_ev=-9.4
H 1.88 -1.68 -1.31 0.36
N -0.37 1.21 1.82 -0.80
O -0.49 -1.85 -1.40 -0.68
H -0.92 0.54 2.33 0.42
H -1.41 -1.53 -1.44 0.50
N 0.30 1.62 -0.52 -0.23
H -0.03 2.03 2.30 0.42
C 0.26 -0.85 -0.91 0.65
N -0.58 0.26 -0.53 -0.43
C -0.16 1.08 0.51 0.51
N 1.52 -0.84 -0.86 -0.71

## b
11
Properties=species:S:1:pos:R:3:nbo_charge:R:1 method="wB97M-V/def2-TZVPD" e_lumo_ev=0.35 charge=0 homo_lumo_gap_ev=10.097 homo_energy_ev=-9.7
N 1.20 -1.11 0.10 -0.47
H 2.15 -2.63 0.90 0.23
N -1.52 1.32 -0.08 0.01
O 0.46 0.80 -1.08 -0.42
C 1.27 -2.08 1.18 -0.43
H 0.09 -2.43 1.29 0.18
N -0.58 1.93 -0.60 0.14
H 1.41 -1.59 2.18 0.21
N -1.20 -0.03 0.14 -0.50
H -1.77 -0.37 0.86 0.40
C 0.26 -0.30 -0.11 0.65

Quick one: most stable of them? a

## a
11
Properties=species:S:1:pos:R:3:nbo_charge:R:1 method="wB97M-V/def2-TZVPD" e_lumo_ev=0.81 charge=0 homo_lumo_gap_ev=9.681 homo_energy_ev=-8.9
N 0.34 -0.55 -1.09 -0.18
O -2.71 -0.02 0.58 -0.70
N 2.11 0.18 0.59 -0.80
C -1.41 0.30 0.39 0.24
C 1.26 0.27 -0.45 0.49
N 0.80 0.93 -1.41 -0.27
H 2.83 0.89 0.67 0.41
N -0.94 -0.58 -0.47 -0.49
H -3.08 0.63 1.18 0.50
H -1.53 -1.29 -0.91 0.39
H 2.34 -0.75 0.91 0.41

## b
11
Properties=species:S:1:pos:R:3:nbo_charge:R:1 method="wB97M-V/def2-TZVPD" e_lumo_ev=0.19 charge=0 homo_lumo_gap_ev=9.588 homo_energy_ev=-9.4
N -2.32 -0.47 0.37 -0.25
C -0.28 -0.40 -0.14 0.61
H -3.48 -0.67 0.03 0.39
H 1.84 1.30 -0.19 0.15
N 0.95 -0.66 0.00 -0.46
H 2.83 -0.10 -0.69 0.22
N -0.89 0.98 -0.29 -0.20
N -2.06 0.97 0.02 0.05
O -1.29 -1.21 -0.30 -0.32
H 2.63 0.15 1.08 0.23
C 2.07 0.10 0.12 -0.42

Quick one: most stable of them? a

## a
11
Properties=species:S:1:pos:R:3:nbo_charge:R:1 method="wB97M-V/def2-TZVPD" e_lumo_ev=0.11 charge=0 homo_lumo_gap_ev=9.691 smiles=Nn1cnnc1O homo_energy_ev=-9.6
C -0.26 -1.20 -0.09 0.62
H 1.37 1.54 -0.65 0.40
H -1.52 1.79 -0.21 0.20
N 1.25 0.65 0.00 -0.64
H 1.67 -0.95 0.01 0.49
H 1.59 0.94 0.93 0.38
N -2.17 -0.26 0.07 -0.26
N -0.01 0.17 -0.06 -0.31
C -1.37 0.66 0.00 0.16
O 0.95 -1.87 0.00 -0.68
N -1.50 -1.47 -0.02 -0.35

## b
11
Properties=species:S:1:pos:R:3:nbo_charge:R:1 method="wB97M-V/def2-TZVPD" e_lumo_ev=0.03 charge=0 homo_lumo_gap_ev=9.664 smiles="Cn1nnc(=O)[nH]1" homo_energy_ev=-9.6
N -0.43 0.68 0.61 -0.45
H 1.57 0.86 -1.30 0.22
H 0.02 0.65 -2.22 0.21
O -1.02 0.36 2.84 -0.57
H -1.24 1.18 0.26 0.41
C 0.67 0.15 -1.49 -0.43
N -0.17 -1.32 1.43 -0.31
H 1.07 -0.87 -1.85 0.25
N 0.22 -1.38 0.24 0.07
N -0.07 -0.22 -0.32 -0.06
C -0.63 -0.09 1.77 0.68

Quick one: most stable of them? b

## a
11
Properties=species:S:1:pos:R:3:nbo_charge:R:1 method="wB97M-V/def2-TZVPD" e_lumo_ev=0.90 charge=0 homo_lumo_gap_ev=10.213 smiles=Nn1cnc(O)n1 homo_energy_ev=-9.3
O -2.68 -0.35 0.10 -0.63
C -1.41 0.00 -0.07 0.58
H 2.25 -0.91 0.85 0.37
N -0.41 -0.86 -0.11 -0.38
H -2.66 -1.30 -0.02 0.49
H 2.19 -0.89 -0.78 0.36
N 1.96 -0.38 0.06 -0.64
H 0.97 2.04 -0.02 0.21
N -1.06 1.34 -0.02 -0.51
N 0.62 0.02 0.00 -0.05
C 0.24 1.30 0.01 0.21

## b
11
Properties=species:S:1:pos:R:3:nbo_charge:R:1 method="wB97M-V/def2-TZVPD" e_lumo_ev=0.75 charge=0 homo_lumo_gap_ev=9.760 homo_energy_ev=-9.0
N 1.18 1.10 -0.15 -0.28
O 1.23 -1.19 0.26 -0.39
C -0.90 -0.06 -0.09 0.53
H -0.45 -2.10 0.09 0.40
N -0.17 1.04 0.09 -0.47
N -2.18 -0.24 -0.04 -0.75
C 1.85 0.03 -0.09 0.33
H -2.76 0.61 0.19 0.35
H 2.84 -0.07 -0.33 0.19
H -0.52 2.11 0.34 0.43
N -0.12 -1.24 -0.27 -0.34

## c
11
Properties=species:S:1:pos:R:3:nbo_charge:R:1 method="wB97M-V/def2-TZVPD" e_lumo_ev=0.40 charge=0 homo_lumo_gap_ev=9.663 smiles=CNc1nnno1 homo_energy_ev=-9.3
N 1.90 -1.11 0.03 -0.35
H -1.54 1.21 -0.87 0.22
H -1.36 1.11 1.00 0.23
N 2.35 0.96 0.02 0.03
N 2.84 -0.28 -0.03 -0.05
N -0.65 -0.73 -0.08 -0.62
C 0.67 -0.54 0.01 0.61
H -2.51 -0.24 0.03 0.21
H -1.16 -1.62 -0.09 0.43
O 1.04 0.83 -0.09 -0.31
C -1.58 0.42 0.04 -0.42

## d
11
Properties=species:S:1:pos:R:3:nbo_charge:R:1 method="wB97M-V/def2-TZVPD" e_lumo_ev=0.58 charge=0 homo_lumo_gap_ev=9.976 homo_energy_ev=-9.4
O -2.25 0.60 -0.30 -0.68
N -1.31 -1.20 0.81 -0.71
H -1.97 1.15 -1.04 0.50
H 1.97 1.54 0.51 0.41
C 1.17 -0.15 -0.28 0.51
H -2.26 -1.28 1.17 0.36
N 2.10 0.55 0.38 -0.80
C -1.24 -0.24 0.00 0.65
H 3.03 0.17 0.44 0.42
N -0.10 0.06 -0.82 -0.43
N 0.89 -1.22 -0.86 -0.23

Quick one: most stable of them? a